Record 1
The following is a DFT calculation (wB97M-V/def2-TZVPD) of a structure of composition C17H30Cl2N3O3Ti at a distorted geometry.

Calculated values
E_LUMO (alpha / beta)   0.005 / 0.005 Eh
Relative energy (zero: lowest compared OMol25 entry of this formula, charge and spin)   0.3846 eV
Kohn-Sham gap (alpha / beta)   5.71 / 6.04 eV
Electronic energy   -76890.0332 eV
Multiplicity   2
<S²>   0.754

Positions of all 56 atoms, in Å:
1 Ti 0.3184 0.1099 -0.4200
2 Cl 0.3755 2.3194 -0.4547
3 Cl 1.1971 -0.6968 -2.3669
4 O 0.6205 -1.8713 0.2671
5 O -0.6465 -0.0331 1.4518
6 O 0.9218 2.2502 -3.1903
7 N 1.2000 -3.9801 -0.3845
8 N -2.1137 0.2056 3.1873
9 N 2.0414 0.3398 0.9008
10 C 3.0479 3.8094 -4.5375
11 C -1.6285 0.5498 1.9991
12 C -2.1037 -0.8035 -1.0418
13 C -1.4394 0.1750 -1.6418
14 C -3.5868 -1.0348 -0.9545
15 C 3.0332 3.4317 -7.2986
16 C 2.1836 -4.8678 -0.9981
17 C -1.8235 1.0716 -2.7394
18 C 3.5599 4.7990 -5.3875
19 C 2.3678 2.6873 -5.0644
20 C 1.4702 1.8456 -4.1978
21 C 2.5037 2.4447 -6.4437
22 C -3.1754 0.9870 3.8032
23 C -0.0142 -4.5942 0.1500
24 C -1.6302 -0.9412 3.9494
25 C 1.4710 -2.6952 -0.2230
26 C 3.4857 4.6488 -6.7807
27 H 1.7137 -5.4510 -1.8080
28 H -0.4796 -5.2306 -0.6175
29 H 3.9908 5.7166 -4.9822
30 H -1.5436 -1.6566 -0.6215
31 H -1.3110 -0.5982 4.9387
32 H 1.7595 1.0132 1.6215
33 H 2.3634 -0.5229 1.3262
34 H -2.8337 1.3674 4.7691
35 H 2.5887 -5.5681 -0.2467
36 H -0.8017 -1.4334 3.4446
37 H -1.3309 2.0400 -2.6495
38 H 3.0451 3.2594 -8.3819
39 H -0.7189 -3.8133 0.4621
40 H 0.2261 -5.2389 1.0125
41 H -4.0520 -0.7051 -0.0069
42 H -2.9106 1.2458 -2.8261
43 H -1.4710 0.6200 -3.6815
44 H 3.7565 5.4629 -7.4589
45 H -3.4252 1.8267 3.1511
46 H 3.1798 3.9008 -3.4580
47 H -2.4463 -1.6541 4.1129
48 H 2.8213 0.7410 0.3876
49 H 2.4558 -2.3355 -0.5585
50 H 2.1983 1.4853 -6.8727
51 H -2.1153 1.3913 1.4706
52 H 2.9976 -4.2563 -1.4109
53 H -4.0627 0.3704 3.9713
54 H -3.7694 -2.1154 -1.0319
55 H 1.3117 0.7922 -4.5425
56 H -4.1168 -0.5392 -1.7797

Forces on atoms 1 to 6 (eV/Å):
-2.0983 -1.3889 -1.2321
-0.0299 2.2788 0.7756
1.4161 -0.6988 -1.0530
1.8874 -2.8545 -0.3526
-1.9017 0.9939 2.0421
0.9999 0.0033 -1.7672

Record 2
The following is a DFT calculation (wB97M-V/def2-TZVPD) of an isolated molecule of C4H4N2O.

Calculated values
E_LUMO (alpha / beta)   -0.062 / -0.062 Eh
Relative energy (zero: lowest compared OMol25 entry of this formula, charge and spin)   5.6669 eV
Kohn-Sham gap (alpha / beta)   7.38 / 7.41 eV
Electronic energy   -9234.8209 eV

Positions of all 11 atoms, in Å:
1 O 0.5396 1.2102 -0.3833
2 N 2.2090 -0.2419 0.2471
3 N -0.7190 1.6211 -0.0995
4 C 0.9871 -0.0534 0.0257
5 C -1.4300 -0.6635 0.5410
6 C -0.0788 -1.0911 0.1160
7 C -1.5608 0.7806 0.4246
8 H -2.5098 1.2591 0.6570
9 H -0.3163 -1.4535 -0.9062
10 H 0.2930 -1.9815 0.6332
11 H 2.7442 0.6187 0.1177

Forces on atoms 1 to 6 (eV/Å):
0.1361 -0.0283 -0.0597
-0.4218 0.1529 -0.0724
-0.2437 -0.2702 0.1591
0.2271 -0.1389 0.1069
0.3295 0.2603 -0.1331
-0.0489 -0.0193 0.0902

Record 3
The following is a DFT calculation (wB97M-V/def2-TZVPD) of a cluster of 7 separate species, C26H60N7O7 in total at a distorted geometry.

Calculated values
E_LUMO   -0.103 Eh
Kohn-Sham gap   7.93 eV
Charge   +1
Electronic energy   -52693.0112 eV

Positions of all 100 atoms, in Å:
1 O -2.1384 -1.1961 1.7124
2 O 4.7542 1.1868 -2.9224
3 O -2.5594 3.4123 -0.8335
4 O -7.2382 -1.4141 0.4604
5 O 2.6997 -5.6195 2.8850
6 O 7.5087 -0.9048 3.9644
7 O -6.6872 0.4976 -4.5399
8 N 6.8532 -2.7070 5.1306
9 N 1.0875 -4.1826 2.2555
10 N -5.1842 2.0283 -3.8896
11 N 0.6946 4.5604 -0.8354
12 N -7.3541 -2.3124 -1.5950
13 N 6.0639 -0.5763 -2.4722
14 N -3.8799 0.1455 2.0908
15 C -1.2374 3.0448 -0.5827
16 C 6.8611 -4.0960 5.5445
17 C -4.3028 -2.2461 1.8828
18 C 4.2064 2.6758 1.5169
19 C 4.5465 2.5325 0.0273
20 C -5.2688 0.5344 2.2592
21 C 4.9503 -0.0208 -3.0000
22 C -4.7044 3.3326 -3.4800
23 C 2.1820 -4.5212 2.9852
24 C 6.4620 -1.9709 -2.4722
25 C 2.7394 -3.4606 3.9115
26 C -3.3451 -1.0881 1.9035
27 C 3.9685 -0.9405 -3.6883
28 C -7.8940 -1.6469 -0.5488
29 C 2.0092 4.0089 -0.3119
30 C 8.7063 -2.9324 3.5403
31 C 7.6505 -2.0897 4.2202
32 C 0.3751 -2.9193 2.2470
33 C -6.4478 1.6540 -4.2448
34 C -0.1938 3.5460 -1.5182
35 C -7.5143 2.7245 -4.2448
36 C -9.3283 -1.1908 -0.6757
37 C 4.4944 3.8024 -0.8231
38 C 3.1074 4.2214 -1.3325
39 C -7.9763 -2.6504 -2.8606
40 C -2.2491 2.0527 -1.0751
41 H 3.1455 -0.3350 -4.0548
42 H 1.8481 2.9559 -0.0889
43 H -0.9272 2.9688 0.4632
44 H 2.8830 3.6579 -2.2439
45 H 2.0078 -3.1746 4.6679
46 H -3.9196 3.6899 -4.1511
47 H -7.6349 3.1627 -3.2533
48 H -4.3174 3.2875 -2.4629
49 H 3.5851 -1.6961 -3.0018
50 H 4.4333 -1.4541 -4.5299
51 H 0.1805 4.9746 -0.0578
52 H 7.4097 -2.1068 -2.9936
53 H -10.0003 -2.0369 -0.8206
54 H 0.9165 5.3092 -1.4916
55 H 5.5767 2.1783 -0.0338
56 H 5.0886 3.6116 -1.7174
57 H -5.5929 1.1876 1.4477
58 H -8.9987 -2.2882 -2.8774
59 H 3.0342 -2.5721 3.3522
60 H 2.2281 4.5115 0.6294
61 H -5.9080 -0.3416 2.2417
62 H 4.8099 2.0055 2.1251
63 H -9.4501 -0.5113 -1.5198
64 H -3.7539 -3.1619 1.6854
65 H 8.2567 -3.7588 2.9887
66 H 5.9031 -4.5718 5.3278
67 H -7.9954 -3.7304 -3.0115
68 H 7.6352 -4.6508 5.0252
69 H -4.8329 -2.3391 2.8309
70 H -5.0496 -2.0712 1.1072
71 H -5.4128 1.0600 3.2042
72 H 0.8388 -2.2411 2.9560
73 H -2.4128 1.3889 -0.2358
74 H 3.1635 2.4370 1.7442
75 H 6.6838 0.0895 -2.0371
76 H 0.7657 -4.9169 1.6447
77 H -7.4431 -2.1907 -3.6933
78 H -9.5955 -0.6767 0.2420
79 H -6.3964 -2.5921 -1.4529
80 H 3.9504 1.7513 -0.4519
81 H -7.2715 3.5252 -4.9441
82 H 0.4048 -2.4553 1.2600
83 H -5.5171 4.0520 -3.4968
84 H 6.5723 -2.3463 -1.4546
85 H 9.4059 -3.3498 4.2650
86 H 7.0461 -4.1733 6.6170
87 H -0.6715 -3.0366 2.5194
88 H 3.6134 -3.8760 4.4037
89 H -0.6725 4.0279 -2.3684
90 H 9.2466 -2.2914 2.8511
91 H 3.1286 5.2837 -1.6021
92 H -1.9421 1.7712 -2.0745
93 H 5.7107 -2.5711 -2.9749
94 H 6.1733 -2.0922 5.5496
95 H 4.3643 3.6992 1.8663
96 H -4.5274 1.2645 -3.9168
97 H 0.4568 2.7339 -1.8378
98 H -3.1709 0.8614 2.0879
99 H -8.4477 2.2601 -4.5461
100 H 4.9775 4.6290 -0.2966

Forces on atoms 1 to 6 (eV/Å):
0.0192 -0.0752 -0.0027
-0.1363 0.0920 0.0662
-0.5927 0.3767 -0.1169
0.1044 -0.0063 -0.0010
-0.0046 -0.0291 0.0025
-0.0306 0.0337 -0.0385

Record 4
The following is a DFT calculation (wB97M-V/def2-TZVPD) of a cluster of 2 separate species, C3H10O3 in total at a distorted geometry.

Calculated values
E_LUMO   0.030 Eh
Relative energy (zero: lowest compared OMol25 entry of this formula, charge and spin)   1.7475 eV
Kohn-Sham gap   10.70 eV
Electronic energy   -9413.7855 eV
SMILES string   OCCCO.O

Positions of all 16 atoms, in Å:
1 O -1.6567 -1.7888 1.6218
2 O 3.0213 1.3446 0.1107
3 O 0.6614 1.0658 -1.2395
4 C -0.7205 0.7949 -0.8888
5 C -1.0660 -1.5042 0.3625
6 C -0.4053 -0.0243 0.4411
7 H 0.7866 1.3617 -2.1475
8 H 3.7513 0.8188 0.4645
9 H 2.3656 0.6963 -0.1353
10 H -1.7301 -1.6053 -0.4548
11 H -1.2549 0.1826 -1.6109
12 H -1.0377 1.8065 -0.5612
13 H -0.7070 0.5855 1.2884
14 H 0.6459 -0.3037 0.3978
15 H -2.4271 -1.2695 1.8483
16 H -0.2269 -2.1612 0.5031

Forces on atoms 1 to 6 (eV/Å):
-0.6817 -0.8118 0.5571
0.8696 -0.0450 0.4032
0.0997 -0.2428 -1.4277
2.9988 0.4026 2.7598
1.1527 2.7220 3.4955
-1.8624 -1.6240 -2.4360

Record 5
The following is a DFT calculation (wB97M-V/def2-TZVPD) of an isolated molecule of C3H9NS at a distorted geometry.

Calculated values
E_LUMO   0.041 Eh
Relative energy (zero: lowest compared OMol25 entry of this formula, charge and spin)   1.0316 eV
Kohn-Sham gap   9.63 eV
Electronic energy   -15581.2990 eV
SMILES string   CNCSC

Positions of all 14 atoms, in Å:
1 S -0.4604 -1.2439 -0.1662
2 N 0.7534 0.8224 1.0909
3 C 0.4600 0.2851 -0.2222
4 C 1.6191 2.0446 1.0709
5 C -1.8198 -0.9795 -1.3959
6 H -1.8874 0.0958 -1.4960
7 H 1.4256 0.0316 -0.6689
8 H 1.7579 2.3988 2.0885
9 H -1.6127 -1.2845 -2.4430
10 H 1.3017 2.7758 0.3175
11 H -0.1251 1.0973 1.5073
12 H -0.1055 0.9440 -0.9897
13 H -2.5942 -1.6020 -0.9660
14 H 2.5544 1.6523 0.6689

Forces on atoms 1 to 6 (eV/Å):
-0.6153 -0.6644 -0.1312
-0.6437 1.0428 0.0881
0.3899 0.8426 -1.4527
0.0248 -1.9640 -1.1561
1.6949 -0.3008 -0.3781
-1.0750 0.2032 0.5320

Record 6
The following is a DFT calculation (wB97M-V/def2-TZVPD) of a structure of composition C34H29Br2MoN7O5S.

Calculated values
E_LUMO   -0.040 Eh
Relative energy (zero: lowest compared OMol25 entry of this formula, charge and spin)   0.5737 eV
Kohn-Sham gap   5.40 eV
Electronic energy   -209173.9080 eV

Positions of all 79 atoms, in Å:
1 Mo 0.0543 -0.5621 -0.2860
2 Br 6.3439 -1.7137 -2.6409
3 Br 2.6990 -6.1224 2.6173
4 S -3.1016 -2.3092 -1.4389
5 O -3.7224 -1.0524 -1.7501
6 O -1.1489 0.0794 1.1659
7 O -3.0699 -2.7019 -0.0601
8 O -0.8551 -1.3575 -1.4985
9 O -1.2193 -3.5368 6.2277
10 N 0.7220 -2.4877 0.5546
11 N -1.5287 1.3335 -2.4795
12 N 0.1048 -1.9380 7.1251
13 N 0.0951 1.5583 -0.8407
14 N 1.9678 -1.0044 -1.3256
15 N -0.9143 -0.6448 2.3421
16 N 1.5319 0.3124 1.0975
17 C -4.4603 2.8585 -4.1322
18 C 2.5102 -0.2649 -2.2873
19 C 2.6058 -3.9001 0.8690
20 C -0.3419 3.4177 -2.2867
21 C -1.9910 1.7598 -4.8240
22 C 2.1636 2.4426 2.0103
23 C 0.5492 -4.3631 2.0192
24 C 1.3122 3.5949 -0.5638
25 C 1.6023 1.6716 1.0326
26 C -2.0484 -1.6965 4.1438
27 C 1.9918 -2.8140 0.2647
28 C -4.0257 2.4542 -1.6769
29 C 0.1565 -0.0837 3.1679
30 C -2.0495 -1.1542 2.9138
31 C 0.0151 -3.2592 1.3824
32 C -0.6838 -2.4480 6.1344
33 C -3.6270 2.3846 -3.1243
34 C 4.5591 -1.4261 -2.1230
35 C -2.8451 2.2489 -5.8050
36 C 1.0023 2.3075 -0.1673
37 C 2.8470 1.7598 3.0776
38 C 2.6870 -1.9815 -0.7556
39 C -4.0737 2.7920 -5.4612
40 C 0.6270 4.1463 -1.6387
41 C 0.2112 -0.8677 4.4532
42 C 2.6313 0.4518 3.2720
43 C 1.8742 -4.6634 1.7656
44 C 3.8072 -0.4377 -2.7304
45 C 4.0026 -2.2137 -1.1302
46 C -0.5979 2.1042 -1.8623
47 C -2.3980 1.8367 -3.4922
48 C 1.5452 -0.2125 2.4625
49 C -0.6525 1.1691 -5.1739
50 C -0.8090 -1.6137 4.8973
51 H 0.8483 5.1550 -1.9638
52 H -4.7338 3.1645 -6.2342
53 H 0.1261 -2.4467 7.9925
54 H -0.5320 0.1817 -4.7257
55 H 3.5759 2.2988 3.6722
56 H -0.0329 0.9889 3.3531
57 H -4.1236 1.4542 -1.2526
58 H 4.2143 0.1895 -3.5093
59 H -3.2751 2.9830 -1.0860
60 H -0.9103 3.8286 -3.1087
61 H 4.5963 -2.9846 -0.6656
62 H 2.1712 3.5190 1.9463
63 H 3.6299 -4.1643 0.6592
64 H 0.3111 -0.9555 7.1413
65 H -0.0501 -4.9432 2.7055
66 H 2.0744 4.1496 -0.0409
67 H -1.7623 0.4465 -2.0525
68 H 1.8783 0.5096 -2.7044
69 H 3.2014 -0.1196 3.9939
70 H -2.5461 2.1958 -6.8450
71 H -2.9026 -1.1722 2.2484
72 H 0.1601 1.7981 -4.7995
73 H -2.9130 -2.1969 4.5483
74 H -1.0111 -2.9685 1.5493
75 H 1.7493 -1.2852 2.4146
76 H -5.4207 3.2838 -3.8676
77 H -0.5405 1.0810 -6.2536
78 H 1.1388 -0.8160 5.0099
79 H -4.9769 2.9728 -1.5663

Forces on atoms 1 to 6 (eV/Å):
-0.0253 0.0494 0.3479
0.0047 0.0072 -0.0094
-0.0116 0.0029 0.0060
-0.0592 0.0531 -0.0127
0.0122 -0.0295 0.0050
0.0656 -0.0270 0.0146

What is the formula in the fifth record? C3H9NS